(1)
27
Properties=species:S:1:pos:R:3:lowdin_charge:R:1 method="wB97M-V/def2-TZVPD" spin_multiplicity=2 e_lumo_ev="-4.106 / -8.169" gap_ev="10.28 / 6.23" mol_weight_g_mol=152.2 total_charge=+1 total_energy_ev=-12667.1232
O 0.962 2.675 -0.595 0.1617
C -2.209 0.698 1.152 -0.3075
C -1.806 -0.548 1.939 -0.1275
C -1.680 2.010 1.821 -0.1095
C 2.184 0.656 -0.390 0.0992
C 1.365 -1.457 -1.224 -0.1967
C 0.976 1.264 -0.783 -0.1981
C 2.357 -0.668 -0.746 0.0069
C 0.118 -0.884 -1.424 0.0926
C -0.033 0.530 -1.270 0.0222
C 1.701 -2.774 -1.781 0.0144
H 2.273 -2.693 -2.699 0.1300
H 0.033 2.813 -0.765 0.1077
H -1.903 2.059 2.924 0.0900
H -0.737 -1.423 -1.726 0.1347
H -0.514 2.029 1.768 0.0815
H 2.405 -3.356 -1.277 0.0893
H -1.895 2.949 1.277 0.0644
H 0.963 -3.445 -2.049 0.0775
H -0.929 1.019 -1.394 0.1051
H -2.627 -1.320 2.073 0.0923
H 3.094 1.078 -0.078 0.1320
H -0.885 -0.964 1.470 0.0563
H -1.773 0.570 0.151 0.0413
H -3.289 0.648 1.144 0.0986
H 3.348 -1.108 -0.526 0.1566
H -1.499 -0.356 3.006 0.0849

=====

(2)
30
Properties=species:S:1:pos:R:3:lowdin_charge:R:1 method="wB97M-V/def2-TZVPD" spin_multiplicity=1 e_lumo_ev=-0.347 gap_ev=7.23 mol_weight_g_mol=224.4 total_charge=0 total_energy_ev=-30477.7076
Si -0.894 1.126 -0.037 0.3958
Si -0.885 -1.154 0.136 0.8104
O 0.643 1.669 0.306 -0.1981
O 3.427 -2.162 -0.398 -0.0292
C 4.221 1.313 0.124 -0.0940
C -1.177 1.883 -1.747 -0.1686
C 1.889 -0.370 -0.068 0.0433
C -2.024 2.054 1.193 -0.1734
C 2.927 1.844 0.270 -0.0309
C -1.220 -2.308 -1.317 -0.2378
C 3.168 -0.849 -0.179 -0.3757
C 4.343 0.005 -0.171 -0.0536
C -1.022 -2.034 1.846 -0.2045
C 1.846 1.005 0.147 -0.3712
H -1.919 2.661 -1.921 0.0282
H -0.217 -2.610 2.077 -0.0168
H -1.636 -1.696 -2.054 -0.0280
H -2.069 -2.552 1.731 0.0755
H -0.251 -2.718 -1.679 0.0481
H -1.552 0.925 -2.274 0.0335
H -1.051 -1.270 2.551 -0.0147
H 2.727 2.843 0.364 0.0831
H -2.814 2.565 0.637 0.0295
H -2.026 -3.055 -1.012 0.0559
H -0.176 2.095 -2.121 0.0311
H -1.495 2.722 1.804 0.0102
H 5.334 -0.534 -0.228 0.1183
H -2.582 1.489 1.894 -0.0002
H 4.977 1.976 0.225 0.0695
H 4.413 -2.450 -0.157 0.1643

=====

(3)
28
Properties=species:S:1:pos:R:3:lowdin_charge:R:1 method="wB97M-V/def2-TZVPD" spin_multiplicity=1 e_lumo_ev=-0.191 gap_ev=8.54 mol_weight_g_mol=184.3 total_charge=0 total_energy_ev=-23507.5074
S -3.843 -0.649 -0.562 0.8709
O -5.037 -0.681 0.384 -0.5742
C -0.555 0.281 0.026 -0.1071
C -0.728 0.830 1.293 -0.0192
C -1.203 1.071 -1.053 -0.1355
C 4.210 -3.836 1.121 -0.1219
C -2.875 2.371 1.616 -0.0672
C -1.477 2.153 1.035 -0.3745
C 4.500 -2.555 -1.034 -0.0334
C -1.516 2.239 -0.493 -0.0884
C -3.153 -2.089 -0.683 -0.3220
C 3.741 -2.904 0.034 -0.2517
H -3.469 -2.805 0.105 0.0454
H -0.827 2.895 1.435 0.1246
H -0.206 0.574 2.243 0.1128
H 4.444 -3.139 2.009 0.1036
H 2.660 -2.643 -0.053 0.0924
H 3.469 -4.494 1.396 0.0269
H -2.239 -2.243 -1.287 0.0323
H -1.057 0.893 -2.090 0.0926
H 4.081 -1.966 -1.848 0.0397
H -2.277 2.912 -0.924 0.1189
H -3.072 3.453 1.745 0.0808
H -2.944 1.783 2.592 0.1040
H -0.015 -0.533 -0.268 0.0513
H 5.555 -2.899 -1.174 0.0653
H 5.108 -4.407 0.820 0.0794
H -3.663 2.057 0.927 0.0542

=====

(4)
27
Properties=species:S:1:pos:R:3:lowdin_charge:R:1 method="wB97M-V/def2-TZVPD" spin_multiplicity=1 e_lumo_ev=-2.919 gap_ev=10.10 mol_weight_g_mol=167.2 total_charge=+1 total_energy_ev=-19911.0014
P 1.034 -0.418 0.296 0.9820
C 1.942 0.019 -1.333 -0.3182
C 1.755 1.479 -1.756 -0.1431
C 1.521 0.467 1.728 -0.2130
C -1.378 -0.150 -1.010 -0.0674
C -2.729 0.133 -1.136 -0.0793
C -1.531 0.100 1.399 -0.0946
C -2.865 0.398 1.200 -0.0386
C -3.483 0.467 -0.075 -0.0394
C -0.800 -0.109 0.274 -0.3295
C 1.165 -2.315 0.556 -0.1349
H 0.331 -2.716 -0.077 0.0732
H 2.276 -2.434 0.242 0.0834
H -0.745 -0.274 -1.902 0.1090
H -1.137 0.162 2.388 0.1066
H 1.621 -0.679 -2.132 0.0940
H 3.057 -0.137 -1.083 0.1173
H -4.459 0.916 -0.111 0.1198
H -3.158 0.067 -2.112 0.1140
H 1.097 1.524 -2.558 0.0333
H 2.716 2.085 -1.986 0.1134
H 1.097 -2.698 1.531 0.0255
H 1.231 2.039 -0.790 0.1250
H 2.595 0.714 1.735 0.0729
H -3.496 0.389 2.077 0.1155
H 1.524 -0.274 2.637 0.1160
H 0.818 1.246 2.000 0.0572

=====

(5)
27
Properties=species:S:1:pos:R:3:lowdin_charge:R:1 method="wB97M-V/def2-TZVPD" smiles=Cc1ccccc1.CCSC spin_multiplicity=1 e_lumo_ev=0.795 gap_ev=9.21 mol_weight_g_mol=168.3 total_charge=0 total_energy_ev=-21461.8999
S 1.652 3.806 0.321 0.7090
C -3.023 -2.631 -0.652 -0.1190
C 0.252 -3.851 0.869 -0.0601
C -0.747 -1.696 0.818 -0.0412
C -1.813 -0.911 0.261 -0.1036
C -0.878 -3.002 0.394 -0.2969
C -2.834 -1.326 -0.488 -0.1560
C 2.287 2.470 1.393 -0.4660
C -2.027 -3.504 -0.308 -0.0181
C 1.626 1.698 -1.533 -0.2123
C 1.811 3.181 -1.533 -0.4929
H 0.911 3.875 -1.972 0.1042
H 2.554 1.303 -1.071 0.0624
H 1.696 1.223 -2.525 0.0706
H 0.203 -1.358 1.329 0.1283
H 0.668 1.397 -0.958 0.0991
H 1.048 -3.704 0.171 0.0767
H -3.712 -0.765 -0.784 0.1137
H 2.710 3.618 -1.969 0.0480
H 2.862 2.904 2.303 0.0648
H -3.993 -2.965 -0.963 0.1081
H -0.044 -4.796 1.034 0.0193
H 0.456 -3.484 2.030 0.1458
H 1.393 1.891 1.609 0.0045
H -2.189 -4.524 -0.345 0.0837
H 2.977 1.714 1.110 0.0063
H -1.897 0.192 0.543 0.1216

=====

(6)
34
Properties=species:S:1:pos:R:3:lowdin_charge:R:1 method="wB97M-V/def2-TZVPD" spin_multiplicity=1 e_lumo_ev=-4.865 gap_ev=7.72 mol_weight_g_mol=343.3 total_charge=+1 total_energy_ev=-109981.4556
Br 0.977 0.564 -1.671 0.7195
S 0.077 6.395 -1.891 0.8379
S 0.092 3.192 0.342 1.1007
O -0.624 -4.156 1.006 0.1265
O 2.486 3.994 1.414 -0.2056
O -1.530 -2.705 -0.468 -0.0133
N -0.337 3.579 -1.314 -0.2015
C -1.157 -3.945 -0.048 -0.4790
C -0.692 1.548 0.633 -0.3474
C -1.550 -4.982 -1.066 -0.0716
C 2.506 3.386 2.730 -0.0714
C 1.090 -0.270 1.220 -0.1137
C -0.278 4.874 -1.405 -0.7339
C -1.793 -4.138 -2.304 -0.1553
C -2.234 -2.816 -1.715 -0.1593
C 0.108 0.293 0.081 -0.7331
C 1.946 3.126 0.439 -0.3678
H 2.341 2.079 0.565 0.0933
H -1.975 -1.974 -2.359 0.1228
H -2.460 -5.483 -0.729 0.1393
H -1.690 1.569 0.088 0.1191
H 2.392 2.265 2.716 0.0835
H 1.010 0.448 2.101 0.0642
H -3.308 -2.788 -1.512 0.1311
H -2.522 -4.567 -2.992 0.1232
H -0.750 -5.703 -1.220 0.1334
H 2.156 -0.383 0.888 0.0808
H -0.665 -0.526 -0.072 0.0751
H 1.638 3.816 3.326 0.1103
H 2.327 3.491 -0.570 0.1359
H 0.672 -1.250 1.614 0.0975
H 3.477 3.608 3.272 0.1173
H -0.874 1.467 1.751 0.1183
H -0.854 -4.007 -2.848 0.1232

=====

(7)
29
Properties=species:S:1:pos:R:3:lowdin_charge:R:1 method="wB97M-V/def2-TZVPD" spin_multiplicity=1 e_lumo_ev="0.307 / 0.306" gap_ev="7.67 / 7.67" mol_weight_g_mol=233.1 total_charge=0 total_energy_ev=-82729.2274
Br -2.914 -0.292 0.041 0.6466
O -0.414 2.489 -0.416 -0.0830
C -1.433 -0.772 -1.056 -0.4101
C 0.247 -0.827 0.841 -0.1218
C -0.390 -1.623 -0.390 -0.6882
C -0.986 -2.922 0.151 -0.0763
C 0.654 -1.964 -1.505 -0.0618
C -0.242 1.207 -0.424 -0.0442
C 0.455 1.388 2.022 -0.0312
C 2.033 0.911 0.172 -0.0329
C -1.347 3.009 -1.364 -0.0104
C 0.627 0.665 0.685 -0.5468
H 2.108 0.828 -0.972 0.1134
H 0.125 -2.516 -2.337 0.0966
H -0.809 2.988 -2.334 0.1154
H 1.107 -1.001 -1.829 0.0692
H -2.118 2.223 -1.212 0.0636
H 1.440 -2.633 -1.186 0.0687
H -1.715 3.950 -0.998 0.0899
H 2.589 0.194 0.735 0.0767
H 2.480 1.856 0.444 0.0839
H 0.429 2.429 2.019 0.0607
H -0.468 1.089 2.437 0.0640
H -0.581 -0.834 1.654 0.1181
H 1.151 -1.274 1.272 0.1196
H -1.270 -3.456 -0.670 0.0412
H -1.875 -2.773 0.708 0.0321
H 1.235 1.107 2.768 0.1101
H -0.117 -3.448 0.743 0.1371

=====

(8)
33
Properties=species:S:1:pos:R:3:lowdin_charge:R:1 method="wB97M-V/def2-TZVPD" spin_multiplicity=5 e_lumo_ev="4.968 / 4.912" gap_ev="4.44 / 4.38" mol_weight_g_mol=449.4 total_charge=-2 total_energy_ev=-44967.3622
Os -1.328 -0.784 -0.496 0.9932
Cl -2.898 -0.268 1.067 -0.0551
Cl -2.802 -1.255 -1.948 -0.0251
F 0.414 -3.376 -2.024 -0.1919
O -0.841 -2.013 4.327 -0.7287
O -0.630 -2.323 0.072 -0.6166
C 1.154 -0.256 -0.441 -0.2840
C -1.709 2.105 -1.054 -0.1134
C -0.641 1.227 -0.534 -0.4869
C 0.169 0.222 -2.826 -0.0947
C 1.675 -0.153 2.099 -0.0273
C 2.272 -1.145 -0.849 -0.0509
C -0.608 1.971 1.983 -0.0758
C 0.221 0.390 -1.349 -0.4276
C -0.197 1.097 0.852 -0.3354
C 0.899 0.210 0.878 -0.2451
H 2.361 0.676 2.343 0.0797
H -2.210 2.601 -0.221 0.0636
H 3.147 -0.588 -1.238 0.0782
H -0.886 -1.751 3.372 -0.2091
H 1.922 -1.837 -1.627 0.0543
H 0.522 -0.785 -3.075 0.0706
H -1.629 2.344 1.853 0.0490
H 0.780 0.942 -3.391 0.0732
H 0.070 2.842 2.044 0.0770
H -0.550 1.436 2.942 0.0842
H -0.030 -3.127 -1.185 -0.0065
H 2.271 -1.056 1.912 0.0680
H 2.598 -1.725 0.026 0.0722
H -2.436 1.534 -1.645 0.0352
H 1.024 -0.340 2.968 0.0701
H -0.871 0.333 -3.137 0.0332
H -1.232 2.853 -1.696 0.0721

=====

Please write out number 5 again, unchanged.
27
Properties=species:S:1:pos:R:3:lowdin_charge:R:1 method="wB97M-V/def2-TZVPD" smiles=Cc1ccccc1.CCSC spin_multiplicity=1 e_lumo_ev=0.795 gap_ev=9.21 mol_weight_g_mol=168.3 total_charge=0 total_energy_ev=-21461.8999
S 1.652 3.806 0.321 0.7090
C -3.023 -2.631 -0.652 -0.1190
C 0.252 -3.851 0.869 -0.0601
C -0.747 -1.696 0.818 -0.0412
C -1.813 -0.911 0.261 -0.1036
C -0.878 -3.002 0.394 -0.2969
C -2.834 -1.326 -0.488 -0.1560
C 2.287 2.470 1.393 -0.4660
C -2.027 -3.504 -0.308 -0.0181
C 1.626 1.698 -1.533 -0.2123
C 1.811 3.181 -1.533 -0.4929
H 0.911 3.875 -1.972 0.1042
H 2.554 1.303 -1.071 0.0624
H 1.696 1.223 -2.525 0.0706
H 0.203 -1.358 1.329 0.1283
H 0.668 1.397 -0.958 0.0991
H 1.048 -3.704 0.171 0.0767
H -3.712 -0.765 -0.784 0.1137
H 2.710 3.618 -1.969 0.0480
H 2.862 2.904 2.303 0.0648
H -3.993 -2.965 -0.963 0.1081
H -0.044 -4.796 1.034 0.0193
H 0.456 -3.484 2.030 0.1458
H 1.393 1.891 1.609 0.0045
H -2.189 -4.524 -0.345 0.0837
H 2.977 1.714 1.110 0.0063
H -1.897 0.192 0.543 0.1216